1.
ORCA calculation (ωB97M-V with the def2-TZVPD basis set) on a 4-piece molecular cluster, C27H40F2N2O9S3Si overall.

Structure (XYZ):
```
84
Properties=species:S:1:pos:R:3:mulliken_charge:R:1
S 4.08226 -5.69025 -4.21291 0.43
S -4.91472 -4.79665 0.84296 0.51
S 3.70330 4.45096 -4.21495 0.41
Si 1.06086 0.60611 -1.33851 0.25
F 1.56801 2.03625 3.02175 -0.31
F 2.01718 4.14373 2.43165 -0.37
O 0.62832 4.16121 4.85658 -0.47
O -4.41982 -3.82844 -0.17328 -0.57
O -3.69385 0.95558 2.04282 -0.01
O 3.24530 3.40297 -3.25824 -0.49
O -1.71788 3.51435 0.66287 -0.56
O -1.92940 5.48059 5.24811 -0.52
O -2.79868 0.04519 3.72336 -0.23
O -4.36906 1.54226 6.03265 -0.39
O 3.31501 -4.42137 -4.09933 -0.52
N -3.83684 0.39268 3.29178 0.09
N -4.24355 3.63391 4.82452 -0.56
C -4.15557 2.57675 5.51577 0.69
C -1.83217 4.53290 4.50271 0.31
C 3.16880 -6.94253 -3.29135 -0.94
C 2.91396 0.56619 -1.79055 -0.91
C 0.49953 -1.24078 -1.29738 0.77
C -0.63498 -1.54145 -0.35814 -0.25
C -6.59798 -5.25299 0.38369 -0.96
C 0.56262 -3.72172 -1.89183 -0.26
C -4.09255 2.35052 2.06457 -1.11
C 5.49076 4.28391 -4.38161 -0.99
C 3.75085 -6.38449 -5.84412 -0.94
C 0.37799 3.13464 5.88668 0.02
C -1.61370 3.40862 1.86765 0.09
C 0.70103 1.28408 0.41179 -0.03
C 1.12320 -2.31456 -2.09991 -0.79
C -1.15692 -2.92518 -0.17525 -0.24
C 1.66003 2.26765 6.19647 -1.15
C -2.93671 3.19174 2.70367 -0.09
C 3.30589 3.87345 -5.87608 -0.97
C 1.11830 3.07576 2.20130 1.54
C -0.42648 4.03190 3.96664 0.71
C -3.06836 3.73462 3.95829 0.96
C 1.22058 2.75045 0.66608 -1.18
C -0.30127 3.50852 2.68859 -0.44
C 0.15680 1.51870 -2.73834 -1.02
C -5.37475 -3.85064 2.30815 -0.90
C -0.52329 -4.03275 -0.94807 -0.46
H 1.40402 1.16970 6.14772 0.29
H -7.03665 -5.86708 1.17117 0.37
H 1.94489 2.46770 7.26658 0.31
H 2.31200 2.88852 0.40156 0.36
H 5.95135 4.55904 -3.43341 0.31
H -6.55747 -5.82644 -0.54185 0.31
H -0.38982 2.42081 5.45690 0.04
H -5.85515 -4.51071 3.03182 0.39
H -6.05078 -3.04066 2.03025 0.29
H -7.19686 -4.35460 0.22817 0.31
H 2.22167 3.85805 -5.98363 0.31
H 2.67445 -6.43964 -6.01261 0.30
H -0.41900 1.28599 0.52881 -0.28
H 0.46444 2.60387 -2.83432 0.29
H -1.99082 -3.17865 0.54455 0.17
H 3.73292 4.55691 -6.61093 0.39
H 4.20193 -5.73328 -6.59218 0.31
H 3.38405 1.61582 -1.89861 0.19
H 5.74651 3.25133 -4.62368 0.30
H -4.46859 -3.43290 2.74614 0.27
H -0.97053 1.43792 -2.67989 0.35
H 3.10747 0.05708 -2.78418 0.27
H -1.12373 -0.74811 0.26641 0.17
H 0.67237 3.54211 0.09004 0.33
H -0.84271 -5.10246 -0.83989 0.31
H -5.04718 2.46178 2.64431 0.41
H 3.63082 -7.91846 -3.44711 0.38
H 3.69947 2.86675 -6.02340 0.30
H -0.05122 3.65256 6.79011 0.43
H -4.18769 2.68925 0.99800 0.31
H 2.50426 2.42890 5.48135 0.30
H 2.12865 -6.96127 -3.62056 0.29
H 1.03981 -4.55188 -2.47007 0.25
H 3.53755 -0.01884 -1.04593 0.36
H 3.20991 -6.68798 -2.23262 0.32
H 4.19503 -7.37817 -5.91406 0.38
H 1.13542 0.52858 1.13229 0.42
H 5.84729 4.95412 -5.16500 0.40
H 1.96609 -2.09664 -2.79147 0.37
H 0.44378 1.03856 -3.72201 0.28
```

Computed properties:
Highest occupied orbital energy in hartree: -0.2963
Calculated total energy in eV: -95864.322
Frontier orbital gap in eV: 6.8

***

2.
ORCA calculation (ωB97M-V with the def2-TZVPD basis set) on a 2-piece molecular cluster, C27H40F2O3P overall.

Structure (XYZ):
```
73
Properties=species:S:1:pos:R:3:mulliken_charge:R:1
P 0.74334 0.60160 -3.38606 0.38
F 2.36835 0.28860 6.99637 -0.29
F -3.84851 -0.56370 6.31969 -0.30
O 2.16548 0.40718 -4.17598 -0.31
O 0.03402 1.83261 -4.20577 -0.41
O -0.10864 -0.66425 -3.97659 -0.21
C -4.51372 0.05213 4.13072 1.11
C -3.60756 1.63959 -3.09797 -0.66
C 3.26176 0.78708 -3.35969 -0.61
C 4.59465 1.30680 5.69742 -1.48
C 5.61598 0.07502 -2.62594 -0.28
C 0.69665 1.22885 3.87394 1.01
C -2.88614 0.96688 2.62036 -0.61
C 2.18236 0.75812 5.74128 0.04
C -1.14098 2.21987 -3.53460 -0.65
C -0.91243 -2.90395 -3.62363 -0.66
C -2.24387 0.36429 4.84871 -0.71
C -1.24923 -4.00873 -2.62944 -0.30
C 4.30535 -0.32999 -3.29667 -0.52
C -1.86337 0.85725 3.58638 0.80
C -1.97661 -5.14358 -3.33036 -1.27
C 3.26405 1.29483 5.04787 1.02
C 1.81312 1.75521 3.19073 -0.82
C 0.93715 0.71352 5.16133 -0.69
C 3.05807 1.78245 3.76541 -0.74
C -4.17236 0.57608 2.89227 -0.67
C -0.17879 -1.70384 -3.02582 -0.46
C -3.60225 2.23831 -1.70123 -1.07
C -5.89033 -0.38627 4.45568 -1.54
C -0.55478 1.25098 3.20710 -0.21
C -2.22733 1.13454 -3.52302 0.22
C -3.52948 -0.04526 5.11125 0.04
C 6.60875 -1.07647 -2.59995 -1.28
H -2.93756 3.10160 -1.63972 0.31
H -2.64395 1.36285 1.64942 0.37
H 6.04668 0.94355 -3.14234 0.32
H -0.33463 -4.36778 -2.13974 0.31
H -1.56118 0.33513 5.66708 0.47
H 0.84705 -1.96924 -2.72234 0.30
H 5.40808 0.43309 -1.60942 0.28
H -1.50948 3.13140 -4.03481 0.30
H 2.90247 1.04945 -2.35111 0.37
H -2.27226 0.67770 -4.52000 0.40
H -2.25300 -5.95464 -2.65403 0.37
H 3.69122 1.70604 -3.79307 0.29
H 0.17259 0.22369 5.71941 0.43
H -4.93653 0.67554 2.14144 0.40
H -0.49800 1.63799 2.20283 0.42
H -0.70298 -1.32763 -2.13181 0.30
H -0.84729 2.51614 -2.51337 0.35
H -3.97237 2.37655 -3.82732 0.34
H 3.89500 2.18328 3.22098 0.37
H 7.55257 -0.80602 -2.12176 0.37
H 4.50448 -0.68022 -4.31633 0.32
H 4.87832 0.29187 5.98607 0.34
H -6.56681 -0.22887 3.61366 0.38
H 3.87245 -1.19428 -2.77837 0.20
H 6.19531 -1.93020 -2.05916 0.32
H -4.33229 0.81350 -3.13906 0.34
H -0.31833 -3.31303 -4.44955 0.31
H -1.85914 -3.59869 -1.81354 0.33
H -6.26862 0.17682 5.31201 0.34
H 4.57115 1.92820 6.59551 0.34
H 1.67797 2.14294 2.19578 0.46
H -3.25232 1.50944 -0.96787 0.15
H -4.59364 2.57194 -1.38714 0.44
H -1.83722 -2.54687 -4.09243 0.30
H -1.35507 -5.56438 -4.12377 0.32
H 5.36017 1.70026 5.02602 0.38
H -1.91281 0.32925 -2.85021 -0.21
H -5.89908 -1.44878 4.70957 0.35
H -2.89021 -4.77619 -3.80294 0.32
H 6.83655 -1.41713 -3.61238 0.33
```

Computed properties:
Highest occupied orbital energy in hartree: -0.3973
Charge: +1
Calculated total energy in eV: -49508.328
Frontier orbital gap in eV: 4.8

***

- Among the records above, which one has the highest frontier orbital gap?
  C27H40F2N2O9S3Si

***

- Among the records above, which one has the lowest frontier orbital gap?
  C27H40F2O3P

***

- Among the records above, which one has the highest frontier orbital gap?
  C27H40F2N2O9S3Si

***

- Among the records above, which one has the lowest frontier orbital gap?
  C27H40F2O3P